# 1
{
  "formula": "H26O13",
  "method": "the ωB97M-V functional and the def2-TZVPD basis",
  "total_energy_ev": -27036.9205,
  "lumo_energy_ha": -0.044,
  "orbital_gap_ha": 0.3413,
  "symbols": ["H", "H", "H", "H", "H", "H", "H", "H", "H", "H", "H", "H", "H", "H", "H", "H", "H", "H", "H", "H", "H", "H", "H", "H", "H", "H", "O", "O", "O", "O", "O", "O", "O", "O", "O", "O", "O", "O", "O"],
  "coordinates": [[-0.469093, 0.563828, 0.706603], [-0.495628, -0.768711, 1.437137], [-2.725677, -1.622667, -1.817455], [-1.685884, -2.494265, -1.132481], [-2.965354, 2.243904, 0.247281], [-2.949622, 1.584808, 1.616730], [1.715564, 2.700468, -0.897973], [2.845853, 1.730217, -0.596143], [0.330460, 0.702547, 2.463855], [0.235134, 2.193602, 2.185091], [4.428034, -0.921901, -0.856869], [3.434339, -0.557396, 0.233885], [-3.474511, -2.805307, 0.813375], [-2.100534, -3.419258, 0.600554], [2.934579, -3.093398, 0.029410], [2.421700, -3.423723, 1.421488], [0.969927, 4.348163, -0.921779], [1.428350, 5.797059, -0.897513], [1.056752, 0.517582, -1.542588], [2.120632, 1.444292, -2.107752], [-0.054713, -1.595080, -2.067402], [0.103844, -1.238050, -0.598582], [-3.083575, 0.492186, -2.069125], [-2.135350, 1.623346, -2.431601], [-0.544177, -2.502573, 3.372021], [-0.551058, -0.983552, 3.321328], [-0.028834, -0.292900, 0.740933], [-2.465964, -2.542941, -1.696483], [-3.472486, 2.176640, 1.064155], [2.273603, 2.383872, -0.178703], [0.833502, 1.521937, 2.531228], [4.171957, -1.148151, 0.044365], [-3.040505, -3.605748, 0.497269], [2.132951, -3.336725, 0.506041], [1.057602, 5.126992, -1.482786], [1.551474, 0.704591, -2.348359], [-0.352824, -0.964592, -1.402116], [-2.941548, 1.184061, -2.724966], [-0.508918, -1.723156, 3.937931]],
  "atomic_forces_ev_per_a": [[0.11, -0.05, -0.37], [-0.04, -0.23, -0.21], [0.30, -0.21, -0.14], [-0.32, 0.24, -0.41], [-0.22, 0.12, -0.11], [-0.21, 0.06, 0.11], [0.19, -0.01, 0.03], [0.17, 0.13, 0.37], [0.55, 0.28, 0.10], [0.18, 0.18, 0.16], [0.07, -0.07, 0.01], [-0.06, -0.11, 0.15], [-0.08, -0.11, -0.14], [-0.17, -0.22, 0.02], [0.07, 0.20, 0.05], [0.02, 0.00, -0.11], [-0.06, 0.42, 0.06], [0.01, -0.03, -0.06], [-0.29, -0.35, -0.18], [-0.12, -0.28, -0.70], [-0.14, 0.21, -0.49], [0.00, 0.13, -0.21], [-0.03, 0.08, -0.12], [0.05, -0.09, -0.22], [0.01, -0.15, 0.15], [0.03, -0.03, 0.46], [-0.19, 0.31, 2.06], [-0.29, 0.09, -0.67], [0.37, -0.18, -0.02], [-0.11, 0.14, 0.06], [-0.30, 0.19, 0.33], [-0.05, 0.08, -0.20], [0.03, -0.27, 1.16], [-0.22, -0.05, 0.11], [-0.04, -0.18, 0.08], [0.47, 0.38, 0.00], [0.36, -0.77, -1.06], [0.02, 0.06, 0.33], [-0.06, 0.07, -0.38]]
}

# 2
{
  "formula": "H26O13",
  "method": "the ωB97M-V functional and the def2-TZVPD basis",
  "total_energy_ev": -27032.4408,
  "lumo_energy_ha": 0.002,
  "orbital_gap_ha": 0.2937,
  "symbols": ["H", "H", "H", "H", "H", "H", "H", "H", "H", "H", "H", "H", "H", "H", "H", "H", "H", "H", "H", "H", "H", "H", "H", "H", "H", "H", "O", "O", "O", "O", "O", "O", "O", "O", "O", "O", "O", "O", "O"],
  "coordinates": [[-0.011587, 0.259665, 0.847319], [-0.101549, -1.110085, 0.194836], [-1.834233, 0.325032, 0.691659], [-3.019726, -0.301848, -0.023652], [-1.407190, 4.121845, 0.841600], [0.061377, 4.448695, 1.057289], [5.484826, -1.023838, 0.938011], [4.602538, 0.069399, 0.357975], [-5.046426, -2.806033, -0.399092], [-3.988607, -1.912843, 0.228021], [-0.221093, 1.851193, 2.910875], [-1.210299, 2.236005, 1.823018], [-0.112034, 0.467357, -1.552797], [1.362808, 0.100956, -1.527605], [1.765140, -2.216666, 3.450010], [0.786432, -3.306636, 3.855147], [-2.753728, -0.918333, -1.965197], [-3.986848, -1.782708, -1.759495], [-3.644950, 2.412292, -1.649185], [-2.217171, 2.281099, -1.144924], [4.931617, -0.570846, -2.416131], [3.672954, 0.033462, -1.815613], [-0.359378, -2.793687, -0.822805], [0.539394, -3.439456, -1.864550], [2.643762, 2.123469, -0.362581], [2.675217, 0.926542, 0.573590], [0.222079, -0.215195, 0.041777], [-2.712264, 0.530998, 0.351614], [-0.551671, 3.707152, 1.000051], [4.812480, -0.866744, 0.265507], [-4.219610, -2.839110, 0.095145], [-0.286339, 1.998610, 1.960611], [0.765606, 0.854243, -1.457621], [1.187130, -2.894279, 3.081589], [-3.333839, -1.263240, -1.277083], [-3.123653, 2.397119, -0.838623], [4.628022, 0.155411, -1.859919], [0.530532, -2.750579, -1.190487], [2.255121, 1.251360, -0.230775]],
  "atomic_forces_ev_per_a": [[0.36, 0.52, 0.43], [0.16, -0.33, 0.57], [-0.08, -0.07, 0.03], [0.08, 0.43, 0.08], [-0.13, 0.38, -0.39], [0.01, 0.03, -0.10], [-0.10, -0.11, 0.09], [0.18, -0.13, -0.40], [-0.11, -0.18, 0.39], [-0.15, -0.50, 0.34], [-0.01, -0.37, 0.13], [0.34, -0.20, 0.15], [0.34, 0.25, -0.50], [-0.51, 0.42, 0.04], [-0.01, -0.04, -0.14], [0.00, 0.00, -0.10], [0.10, 0.38, 0.08], [0.25, -0.09, 0.15], [0.01, 0.23, 0.02], [-0.01, -0.10, 0.17], [0.06, 0.08, 0.20], [-0.01, 0.17, 0.11], [-0.01, -0.18, -0.05], [0.05, 0.04, 0.08], [0.00, 0.08, -0.08], [0.09, 0.03, 0.25], [-2.15, -3.86, 4.53], [0.68, -0.99, 1.65], [-0.80, 4.14, -2.27], [0.23, -0.46, 1.43], [-0.93, -0.98, 0.88], [0.36, -4.18, 2.41], [-1.50, 2.24, -7.52], [-0.02, 0.04, 0.21], [0.53, 0.43, -2.55], [-0.44, 1.62, -1.23], [-0.22, 0.54, -1.43], [-0.15, -0.10, -0.19], [3.49, 0.86, 2.54]]
}

# 3
{
  "formula": "H26O13",
  "method": "the ωB97M-V functional and the def2-TZVPD basis",
  "total_energy_ev": -27040.1604,
  "lumo_energy_ha": -0.022,
  "orbital_gap_ha": 0.3480,
  "symbols": ["O", "H", "H", "O", "H", "H", "O", "H", "H", "O", "H", "H", "O", "H", "H", "O", "H", "H", "O", "H", "H", "O", "H", "H", "O", "H", "H", "O", "H", "H", "O", "H", "H", "O", "H", "H", "O", "H", "H"],
  "coordinates": [[-2.642801, 2.371028, 1.268968], [-2.028222, 3.094653, 1.146940], [-2.099353, 1.642731, 1.569752], [-1.110702, -0.975328, -2.508262], [-1.727482, -1.373878, -3.122249], [-1.130056, -0.042147, -2.720432], [-0.837145, 0.564342, 2.671809], [-0.236928, 1.251347, 2.961633], [-0.486872, 0.280101, 1.827560], [1.431525, 2.331130, -1.000779], [0.848803, 2.804220, -1.594796], [2.073123, 2.984836, -0.722851], [-1.937013, 1.604306, -2.334123], [-2.487103, 2.036592, -1.680858], [-1.238050, 2.233238, -2.513367], [3.761329, 0.512090, -1.246654], [3.453253, -0.381176, -1.093657], [2.964672, 1.015031, -1.415825], [1.328014, 2.605586, 1.833593], [1.042856, 2.045363, 1.111742], [2.272124, 2.698957, 1.706399], [-2.654139, -1.076812, 0.265884], [-2.885012, -0.320134, -0.272987], [-3.303579, -1.741649, 0.036860], [-1.216187, -2.503210, 2.278733], [-1.674535, -2.435683, 1.441126], [-0.854247, -1.629286, 2.425373], [-0.168484, 0.241668, 0.044513], [0.190012, 0.385724, -0.831251], [-0.855706, -0.412490, -0.082103], [2.568622, -1.930407, -0.433835], [1.648761, -1.923493, -0.698490], [2.758779, -2.850500, -0.250799], [1.667942, -1.092163, 2.162952], [1.568396, -1.205797, 1.217747], [2.349407, -1.717548, 2.409392], [0.200139, -2.933130, -1.081234], [-0.429294, -2.346050, -1.500014], [-0.124848, -3.812064, -1.276408]],
  "atomic_forces_ev_per_a": [[-0.64, 0.37, -0.78], [0.17, 0.18, 0.11], [0.43, -0.54, 0.63], [0.15, -0.61, -0.10], [-0.14, -0.12, -0.22], [-0.31, 0.48, 0.15], [-0.92, 0.01, 0.25], [0.45, 0.14, 0.16], [0.56, 0.03, -0.18], [-0.11, -0.28, -0.34], [-0.07, 0.21, -0.11], [0.27, 0.24, 0.15], [0.18, 0.02, -0.39], [-0.24, 0.07, 0.48], [0.03, 0.28, -0.12], [0.41, 0.51, -0.20], [-0.08, -0.59, 0.26], [-0.23, 0.12, -0.05], [-0.23, 0.40, 0.35], [-0.11, -0.35, -0.33], [0.27, -0.13, 0.19], [0.07, 0.02, -0.05], [-0.16, 0.38, -0.13], [-0.22, -0.23, -0.01], [-0.06, -0.69, 0.07], [0.05, 0.12, 0.00], [0.21, 0.31, 0.32], [0.35, 0.10, -0.10], [0.27, 0.17, -0.04], [-0.45, -0.54, -0.04], [0.76, 0.53, 0.13], [-0.43, -0.49, -0.28], [0.01, -0.20, -0.04], [-0.24, 0.34, 0.53], [0.20, -0.04, -0.26], [0.11, -0.11, 0.02], [-0.16, -0.38, 0.15], [-0.25, 0.55, -0.30], [0.11, -0.30, 0.12]]
}

no.,largest force on an atom (eV/A),HOMO energy (Eh)
1,2.1,-0.385
2,8.0,-0.291
3,1.1,-0.370